Record 1
{"formula": "C4H7O3P", "method": "the ωB97M-V functional and the def2-TZVPD basis", "spin_multiplicity": 1, "mol_weight_g_mol": 134.07, "largest_force_ha_per_bohr": 0.048, "homo_energy_ev": [-7.4, -7.4], "homo_lumo_gap_ev": [6.4813, 6.4841], "charge": 0, "elements": ["C", "O", "O", "H", "H", "C", "H", "C", "C", "H", "H", "H", "P", "H", "O"], "positions_angstrom": [[-1.605, 1.553, 0.127], [2.646, 1.550, -0.671], [0.249, -0.949, 0.922], [-2.819, 0.420, -1.156], [2.991, -1.079, 1.021], [-2.522, 0.404, -0.102], [-2.008, -0.534, 0.094], [2.282, 0.551, -0.122], [3.003, -0.753, -0.021], [-2.046, 2.544, 0.211], [2.427, -1.498, -0.577], [-3.420, 0.503, 0.496], [0.776, 0.421, 1.033], [4.019, -0.697, -0.402], [-0.345, 1.520, 0.236]], "forces_ev_per_a": [[0.989, -0.182, -0.078], [0.378, 0.455, -0.409], [-0.740, -1.439, -0.356], [-0.009, 0.080, -0.003], [0.099, -0.084, -0.039], [0.840, -0.083, 0.067], [0.019, -0.101, 0.051], [-0.900, -0.238, 0.226], [0.372, -0.194, -0.255], [0.087, 0.162, -0.140], [0.012, -0.009, 0.065], [-0.150, 0.101, 0.113], [1.029, 0.487, 1.612], [0.065, 0.078, -0.028], [-2.091, 0.966, -0.825]], "lowdin_charge": [-0.14, 0.03, -0.45, 0.10, 0.07, -0.02, 0.07, -0.57, -0.09, 0.13, 0.09, 0.09, 0.78, 0.08, -0.18]}

***

Record 2
{"formula": "C4H7O3S", "method": "the ωB97M-V functional and the def2-TZVPD basis", "spin_multiplicity": 1, "mol_weight_g_mol": 135.16, "largest_force_ha_per_bohr": 0.058, "homo_energy_ev": -3.3, "homo_lumo_gap_ev": 6.9612, "charge": -1, "elements": ["O", "H", "C", "O", "H", "S", "O", "C", "H", "C", "H", "H", "H", "H", "C"], "positions_angstrom": [[-0.280, 2.751, -0.580], [-0.096, 0.993, 1.862], [0.118, -0.134, 0.109], [-2.574, -1.436, 0.585], [1.599, 0.530, 1.461], [-1.573, -0.039, -0.066], [0.031, 1.348, -2.379], [-0.070, 1.812, -1.308], [2.067, -0.816, -0.513], [0.978, -0.966, -0.807], [1.003, -0.574, -1.792], [-3.490, -1.058, 0.489], [0.787, -0.548, 2.195], [0.896, -2.119, -0.785], [0.604, 0.255, 1.527]], "forces_ev_per_a": [[0.682, -1.310, -0.715], [0.087, 0.430, 0.673], [-1.142, 0.145, 0.662], [-0.908, 0.318, -0.013], [2.175, 1.820, -0.389], [0.014, 0.059, -0.608], [0.547, -0.378, -0.764], [-1.062, 1.655, 1.715], [-0.916, -0.095, 0.065], [2.049, -1.406, 1.629], [-0.627, -0.093, -1.166], [1.372, -0.506, 0.176], [-0.965, -1.345, 1.003], [-0.386, 1.670, -0.111], [-0.919, -0.964, -2.157]], "lowdin_charge": [0.05, 0.05, -0.74, -0.56, 0.02, 0.83, 0.07, -0.58, 0.07, -0.18, 0.02, -0.02, 0.04, 0.08, -0.16]}

***

Here are the calculated DFT total energy numbers, same order: -19691.1002 -21238.6834 (eV).